No. 1
{"formula": "CH3NO2S3", "method": "the ωB97M-V functional and the def2-TZVPD basis", "e_tot_ev": -39174.77103, "smiles": "SN(S)S.O=C=O", "orbital_gap_ev": 8.69, "relative_energy_ev": 0.091, "elements": ["C", "N", "O", "O", "S", "S", "S", "H", "H", "H"], "xyz": [[2.48615, 0.47429, -0.27928], [-0.07052, 0.04758, 0.20979], [2.81302, -0.48936, 0.22706], [2.29470, 1.53318, -0.67698], [-0.72727, 1.63024, 0.32698], [-0.19030, -0.73136, -1.54841], [-0.66964, -1.00588, 1.38305], [0.08098, 2.39105, -0.32765], [-0.91924, -1.73024, -1.19650], [0.44702, -1.63075, 1.73026]]}

=====

No. 2
{"formula": "CH3NO3", "method": "the ωB97M-V functional and the def2-TZVPD basis", "e_tot_ev": -8712.47483, "orbital_gap_ev": 6.21, "total_charge": -2, "relative_energy_ev": 1.331, "elements": ["C", "N", "O", "O", "O", "H", "H", "H"], "xyz": [[-0.00417, -3.09105, -2.97522], [1.18584, -2.89270, -3.20713], [-1.98335, -2.33389, -2.56777], [1.91099, -1.85100, -3.31724], [0.87584, 9.14010, 8.45663], [-2.22780, -3.22419, -2.23428], [-0.44006, -4.04527, -3.07659], [0.68270, 8.29801, 8.92160]]}

=====

No. 3
{"formula": "CH3NO3", "method": "the ωB97M-V functional and the def2-TZVPD basis", "e_tot_ev": -8710.94388, "orbital_gap_ev": [8.84, 7.99], "relative_energy_ev": 6.023, "elements": ["C", "N", "O", "O", "O", "H", "H", "H"], "xyz": [[0.23542, 1.23707, -1.44237], [0.03489, -0.90998, 1.56708], [0.73875, 1.95431, -0.70146], [-1.01271, -0.30330, -0.45218], [-0.92336, -0.14450, 0.90234], [0.19125, 0.94728, -2.56919], [-0.19110, -1.88625, 1.68353], [0.92685, -0.89463, 1.01224]]}